Computed, not measured: a cluster of 8 separate species, C63H144BN7 in total, with wB97M-V/def2-TZVPD.

Structure (ORCA input):
```
! wB97M-V def2-TZVPD RIJCOSX def2/J DEFGRID3
* xyz 7 2
B 0.077 -0.429 -0.127
H -0.746 0.149 -0.518
H -0.275 -0.974 0.735
H 0.349 -1.075 -0.948
H 0.881 0.254 0.100
C -2.020 -3.450 1.817
C -2.076 -4.585 2.846
C -1.565 -4.152 4.247
N -1.265 -5.309 5.229
C 0.161 -5.960 4.821
C 0.559 -7.095 5.794
C 0.573 -6.614 7.270
C -0.607 -5.703 7.744
C -1.117 -4.669 6.674
C -2.459 -6.301 5.309
H -1.799 -3.998 0.901
H -1.226 -2.731 2.018
H -2.920 -2.970 1.432
H -1.306 -5.272 2.495
H -2.997 -5.164 2.907
H -2.100 -3.347 4.753
H -0.616 -3.662 4.030
H 0.775 -5.061 4.870
H 0.258 -6.377 3.819
H 1.523 -7.505 5.493
H -0.168 -7.898 5.913
H 1.486 -6.049 7.461
H 0.574 -7.517 7.879
H -0.448 -5.065 8.613
H -1.454 -6.366 7.922
H -0.316 -3.974 6.423
H -2.101 -4.236 6.860
H -3.280 -5.584 5.284
H -2.500 -6.979 6.161
H -2.447 -6.902 4.400
C 3.220 -0.648 -1.477
C 4.422 -0.025 -0.783
C 5.013 1.310 -1.361
N 6.438 1.193 -1.975
C 6.398 0.266 -3.279
C 5.677 1.038 -4.372
C 6.062 2.479 -4.647
C 6.476 3.319 -3.466
C 7.179 2.561 -2.335
C 7.415 0.576 -0.944
H 2.650 -1.380 -0.904
H 3.425 -1.073 -2.460
H 2.488 0.144 -1.638
H 5.067 -0.893 -0.649
H 4.297 0.200 0.276
H 5.239 2.021 -0.566
H 4.346 1.798 -2.072
H 5.717 -0.559 -3.069
H 7.466 0.072 -3.384
H 4.594 0.987 -4.264
H 5.858 0.547 -5.328
H 5.157 2.897 -5.089
H 6.836 2.634 -5.399
H 5.536 3.601 -2.992
H 6.893 4.292 -3.724
H 7.111 3.182 -1.441
H 8.199 2.328 -2.641
H 7.352 1.267 -0.103
H 8.451 0.451 -1.259
H 6.949 -0.371 -0.675
C 1.710 2.946 -3.518
C 2.050 3.811 -2.381
C 0.984 3.736 -1.243
N 1.130 4.836 -0.125
C 2.496 5.039 0.353
C 3.008 3.765 1.075
C 2.118 3.306 2.266
C 0.660 3.253 1.861
C 0.174 4.505 1.094
C 0.735 6.206 -0.748
H 1.639 1.870 -3.355
H 2.246 3.062 -4.459
H 0.670 3.153 -3.770
H 2.182 4.854 -2.669
H 3.043 3.562 -2.007
H 0.864 2.779 -0.736
H -0.048 3.987 -1.486
H 3.077 5.252 -0.544
H 2.533 5.961 0.933
H 3.131 2.932 0.383
H 4.061 3.754 1.355
H 2.505 2.323 2.534
H 2.198 3.957 3.136
H 0.479 2.407 1.199
H 0.067 3.034 2.749
H -0.773 4.286 0.600
H 0.084 5.362 1.762
H 1.285 6.511 -1.638
H 0.838 6.983 0.009
H -0.339 6.142 -0.918
C 1.131 -1.391 -5.096
C -0.365 -1.125 -4.698
C -1.489 -2.136 -5.167
N -2.717 -2.404 -4.207
C -3.462 -1.087 -3.685
C -4.437 -1.308 -2.448
C -3.902 -2.196 -1.288
C -3.327 -3.448 -1.893
C -2.269 -3.313 -2.981
C -3.755 -3.071 -5.198
H 1.649 -1.898 -4.282
H 1.664 -0.472 -5.340
H 1.285 -2.094 -5.915
H -0.672 -0.162 -5.106
H -0.450 -0.895 -3.636
H -1.099 -3.150 -5.261
H -1.724 -1.921 -6.209
H -2.571 -0.489 -3.490
H -3.989 -0.611 -4.512
H -4.717 -0.288 -2.189
H -5.310 -1.829 -2.842
H -3.037 -1.746 -0.801
H -4.482 -2.555 -0.437
H -2.924 -4.045 -1.075
H -4.155 -3.999 -2.338
H -1.448 -2.818 -2.462
H -1.774 -4.229 -3.305
H -3.297 -3.940 -5.669
H -4.170 -2.425 -5.972
H -4.701 -3.188 -4.668
C 1.544 -4.158 -1.770
C 1.590 -4.175 -0.183
C 3.010 -3.997 0.441
N 3.062 -4.137 2.019
C 4.441 -3.726 2.644
C 4.612 -2.177 2.669
C 3.369 -1.299 3.086
C 1.978 -1.825 2.558
C 1.900 -3.311 2.663
C 2.956 -5.667 2.357
H 0.523 -4.184 -2.151
H 2.051 -5.083 -2.045
H 1.987 -3.256 -2.194
H 1.116 -5.084 0.187
H 0.947 -3.324 0.042
H 3.509 -3.048 0.244
H 3.673 -4.763 0.039
H 5.161 -4.295 2.055
H 4.486 -4.170 3.638
H 4.898 -1.893 1.656
H 5.502 -1.846 3.204
H 3.452 -0.269 2.740
H 3.301 -1.188 4.168
H 1.939 -1.362 1.572
H 1.168 -1.329 3.093
H 1.017 -3.685 2.143
H 1.759 -3.492 3.728
H 3.891 -6.066 1.963
H 2.029 -5.984 1.880
H 2.829 -5.671 3.440
C -0.168 -0.732 6.101
C -1.229 0.264 5.664
C -1.468 0.174 4.155
N -2.748 0.718 3.500
C -2.615 0.844 1.893
C -3.986 1.073 1.193
C -5.062 0.049 1.583
C -5.227 0.168 3.128
C -3.921 -0.242 3.917
C -2.937 2.148 4.009
H -0.651 -1.695 5.930
H 0.032 -0.577 7.162
H 0.775 -0.687 5.557
H -1.005 1.318 5.830
H -2.159 0.110 6.213
H -1.448 -0.875 3.857
H -0.765 0.668 3.485
H -2.293 -0.174 1.671
H -1.782 1.501 1.645
H -3.793 1.149 0.123
H -4.358 2.091 1.311
H -4.797 -0.993 1.402
H -5.965 0.028 0.973
H -6.038 -0.511 3.390
H -5.552 1.096 3.597
H -3.720 -1.260 3.582
H -4.109 -0.238 4.991
H -3.449 2.025 4.963
H -3.664 2.573 3.317
H -2.018 2.732 3.968
C -1.974 2.415 -2.978
C -2.321 3.954 -2.796
C -3.615 4.201 -3.585
N -4.161 5.670 -3.232
C -5.622 5.864 -3.850
C -5.588 6.011 -5.352
C -4.619 7.081 -5.757
C -3.137 6.818 -5.241
C -3.210 6.799 -3.667
C -4.166 5.916 -1.702
H -2.787 1.745 -2.698
H -1.134 2.093 -2.363
H -1.701 2.283 -4.025
H -1.454 4.444 -3.239
H -2.218 4.076 -1.718
H -4.341 3.521 -3.138
H -3.502 3.913 -4.630
H -6.046 4.912 -3.531
H -6.000 6.742 -3.325
H -5.450 5.146 -6.001
H -6.600 6.245 -5.682
H -4.675 7.294 -6.825
H -5.089 7.917 -5.238
H -2.775 5.854 -5.598
H -2.413 7.575 -5.543
H -2.226 6.765 -3.198
H -3.722 7.706 -3.345
H -4.774 6.761 -1.377
H -3.198 5.956 -1.203
H -4.701 5.051 -1.310
*
```

The calculated total energy comes out at -78685.8580 eV. Its expectation value of S² is 0.7532. The value obtained for the molar mass is 1010.7 Da.